(1)
13
Properties=species:S:1:pos:R:3 method="wB97M-V/def2-TZVPD" de_lowest_kcal_mol=72.61 homo_lumo_gap_ev=9.72 total_energy_ev=-7796.49577 homo_energy_ha=-0.331 max_force_ha_per_bohr=0.030 lumo_energy_ha=0.02614
C 1.36 0.09 -1.41
C 0.01 -0.56 -1.35
C -0.86 -0.55 -0.34
C -0.63 0.09 0.96
N -1.58 0.06 1.82
O -1.29 0.63 3.05
H 1.81 0.13 -2.44
H 1.25 1.15 -0.99
H 2.11 -0.40 -0.77
H -0.30 -1.12 -2.25
H -1.85 -1.03 -0.39
H 0.32 0.60 1.10
H -0.36 0.90 3.03

---

(2)
65
Properties=species:S:1:pos:R:3 method="wB97M-V/def2-TZVPD" de_lowest_kcal_mol=0.00 s2=2.002 homo_lumo_gap_ev="9.00 / 9.01" total_energy_ev=-73236.40802 homo_energy_ha="-0.335 / -0.336" spin_multiplicity=3 max_force_ha_per_bohr=0.060 lumo_energy_ha="-0.00449 / -0.00449"
Pr 0.04 -0.36 1.43
O -1.76 -1.76 5.34
C -1.29 -1.59 4.24
N -0.98 -0.41 3.60
C -1.12 0.76 4.32
O -1.35 0.90 5.49
C -0.96 2.01 3.47
C -0.94 3.23 4.13
C -0.91 4.40 3.39
C -0.95 4.30 2.01
C -0.96 3.05 1.42
N -0.93 1.92 2.13
C -1.00 -2.84 3.40
C -1.01 -4.06 4.06
C -0.82 -5.22 3.34
C -0.65 -5.12 1.96
C -0.65 -3.87 1.38
N -0.80 -2.74 2.08
H -0.96 3.21 5.21
H -0.89 5.36 3.88
H -0.97 5.18 1.38
H -1.00 2.95 0.35
H -1.19 -4.06 5.13
H -0.81 -6.18 3.83
H -0.52 -6.00 1.34
H -0.55 -3.76 0.31
O -1.09 -0.37 -0.42
Si -0.29 0.04 -1.76
C -1.26 -0.27 -3.32
C -0.73 -0.04 -4.59
C -1.49 -0.29 -5.73
C -2.78 -0.76 -5.61
C -3.33 -1.00 -4.36
C -2.57 -0.75 -3.22
C 0.28 1.84 -1.63
C 1.30 2.14 -0.71
C 1.71 3.45 -0.51
C 1.11 4.49 -1.21
C 0.09 4.21 -2.11
C -0.32 2.89 -2.32
C 1.37 -0.89 -1.76
C 1.58 -1.95 -0.88
C 2.77 -2.65 -0.83
C 3.81 -2.27 -1.67
C 3.64 -1.21 -2.55
C 2.43 -0.52 -2.59
H 0.28 0.33 -4.70
H -1.06 -0.10 -6.71
H -3.37 -0.96 -6.50
H -4.34 -1.37 -4.27
H -2.99 -0.93 -2.24
H 1.80 1.34 -0.17
H 2.50 3.66 0.20
H 1.43 5.51 -1.06
H -0.38 5.01 -2.66
H -1.11 2.68 -3.03
H 0.75 -2.27 -0.24
H 2.91 -3.46 -0.13
H 4.75 -2.81 -1.64
H 4.45 -0.91 -3.20
H 2.32 0.32 -3.26
F 3.65 -0.33 2.48
C 2.59 -0.28 1.69
F 1.85 -1.52 2.12
F 1.70 0.69 2.47

---

(3)
47
Properties=species:S:1:pos:R:3 method="wB97M-V/def2-TZVPD" s2=3.783 homo_lumo_gap_ev="7.03 / 3.73" total_energy_ev=-99330.86028 charge=+3 homo_energy_ha="-0.651 / -0.651" spin_multiplicity=4 max_force_ha_per_bohr=0.130 lumo_energy_ha="-0.39243 / -0.51366"
O 0.96 0.97 -3.30
C 0.86 0.68 -2.20
Re 0.05 0.22 -0.45
O -1.23 2.99 -1.14
C -0.80 1.96 -0.86
C -1.46 -0.35 0.74
O -2.39 -0.58 1.36
C 1.48 -1.22 0.41
O 1.69 -2.12 1.16
C -0.60 -1.18 -1.61
O -0.94 -2.00 -2.37
H 2.07 -0.61 -0.29
O 0.78 1.38 1.34
As 0.86 1.47 3.05
C -0.37 2.87 3.61
C -0.63 3.09 4.99
C -1.56 4.10 5.33
C -2.22 4.83 4.35
C -1.94 4.59 2.99
C -1.01 3.62 2.64
C 0.25 -0.18 3.93
C 1.16 -1.20 4.23
C 0.73 -2.37 4.84
C -0.62 -2.53 5.21
C -1.53 -1.49 4.94
C -1.09 -0.32 4.30
C 2.69 1.82 3.49
C 3.68 0.97 2.97
C 5.01 1.14 3.36
C 5.37 2.14 4.26
C 4.38 3.00 4.75
C 3.04 2.85 4.38
H -0.13 2.50 5.73
H -1.78 4.31 6.39
H -2.93 5.61 4.65
H -2.43 5.15 2.19
H -0.79 3.41 1.57
H 2.22 -1.09 3.97
H 1.47 -3.17 5.02
H -0.94 -3.44 5.70
H -2.59 -1.58 5.21
H -1.78 0.48 4.09
H 3.41 0.19 2.25
H 5.77 0.45 2.94
H 6.42 2.29 4.57
H 4.60 3.83 5.45
H 2.28 3.52 4.77